ORCA calculation (the ωB97M-V functional and the def2-TZVPD basis) on one molecule with the formula C4H4N2OS.

```
! RIJCOSX wB97M-V def2-TZVPD def2/J DEFGRID3
* xyz 0 1
S -1.888 0.479 1.728
O -1.075 -2.089 1.415
N -0.325 -0.448 -0.147
N 0.408 -1.134 -0.878
C 0.194 1.023 -0.179
C -0.977 -0.909 1.057
C 1.020 0.995 -1.171
C 1.319 -0.437 -1.513
H -1.948 -0.352 3.139
H 1.935 -0.862 -2.316
H 1.426 1.823 -1.538
H -0.089 1.912 0.403
*
```

Values from the calculation:
**Highest occupied orbital energy**: -9.690 eV
**Orbital gap**: 9.71 eV
**LUMO energy**: 0.0008 Ha
**Energy**: -20072.656 eV
**Relative energy (zero: lowest compared OMol25 entry of this formula, charge and spin)**: 296.54 kJ/mol

Results of the natural (NBO) charge analysis, in e, for atoms 1 through 2: atom 1 (S): -0.055, atom 2 (O): -0.529